16 unconnected molecules or ions with the total composition C22H75N8O16 in a non-equilibrium geometry, computed with ωB97M-V with the def2-TZVPD basis set.

Output
HOMO = -6.668 eV
total charge = -1
LUMO energy = 2.00 eV

The geometry in XYZ format:
```
121
Properties=species:S:1:pos:R:3:forces:R:3
C -0.4946 0.8003 -0.1686 -0.218 -1.505 0.688
C 0.3890 -0.4459 -0.2667 -0.822 -2.153 1.537
O 0.6206 -1.0227 1.0245 0.870 1.301 -0.654
H -0.1353 1.6129 0.4324 0.558 0.211 0.267
H -1.3761 0.4029 0.3594 -0.171 0.554 -0.522
H -0.7253 1.1783 -1.1388 -0.523 0.306 -0.531
H 1.3084 -0.3431 -0.8815 -0.223 -0.015 0.408
H -0.2029 -1.3114 -0.6849 0.424 1.157 -0.843
C 0.6777 4.0656 -2.6367 -1.247 -1.017 2.560
C 0.0596 5.3427 -3.1255 0.969 -1.593 0.264
O 0.8683 5.7480 -4.1602 -2.336 0.914 -3.344
H 1.6917 4.2133 -2.1997 -0.537 -0.237 -0.717
H 0.5934 3.3299 -3.4307 0.617 0.060 -0.126
H 0.0545 3.6077 -1.7968 0.741 0.629 -0.859
H 0.0020 6.0952 -2.3874 -0.385 0.863 1.111
H -0.8965 5.1160 -3.5414 -0.804 0.220 -0.265
H 1.7211 5.9035 -3.8897 2.987 0.442 1.201
C 4.9601 -2.1681 -1.1338 1.370 1.107 0.032
C 4.1202 -0.8948 -0.9700 0.285 -0.784 -0.282
O 3.4693 -0.9930 0.2460 0.090 -0.463 1.648
H 5.7552 -2.2224 -0.3225 -1.233 -0.241 -0.792
H 5.5013 -2.1611 -2.0783 0.217 0.255 -0.191
H 4.3353 -3.0449 -1.2201 -0.239 -0.286 0.621
H 3.4051 -0.7717 -1.7599 -0.384 -0.237 -0.755
H 4.6293 0.0484 -0.9591 1.077 0.311 -0.292
H 2.5420 -0.8390 0.1572 -0.902 0.026 0.359
C -2.3230 3.0601 4.0275 2.065 -1.317 -1.223
C -1.9446 3.9095 2.8405 1.502 -1.208 -0.448
O -0.7046 3.4146 2.2769 -0.093 -0.230 0.498
H -1.4343 2.9039 4.6467 -0.378 0.587 0.554
H -2.5027 1.9809 3.7605 -0.561 1.191 -0.081
H -3.1420 3.5632 4.4419 -1.265 0.156 1.283
H -1.8217 4.9476 3.0348 0.089 0.973 0.795
H -2.6641 3.8385 2.0869 -1.477 -0.140 -1.264
H -0.4325 3.9645 1.5384 -0.173 0.026 -0.144
C 2.5914 2.6309 1.4971 1.270 -3.110 -1.135
C 2.1743 2.6227 0.0239 1.872 -0.543 0.894
O 3.3241 2.9652 -0.7459 -0.005 2.431 3.958
H 3.4627 1.9116 1.6246 -0.489 1.245 -0.543
H 1.8962 2.0336 2.0224 -1.396 -0.029 0.972
H 2.8068 3.5250 1.9957 0.109 1.527 0.381
H 1.3578 3.3383 -0.1146 -0.190 -0.380 -0.328
H 1.9500 1.5468 -0.2164 -0.359 1.235 0.076
H 3.2102 2.5899 -1.5577 -0.312 -1.873 -3.836
C -3.7671 0.1321 -3.4755 -0.319 0.128 0.547
C -2.8383 -0.4351 -2.4255 -4.008 0.100 2.924
O -1.6312 -0.8364 -2.8080 2.404 0.618 -2.971
H -3.8741 -0.6259 -4.1940 -0.124 -0.925 -1.486
H -3.4534 1.0536 -3.9686 0.136 0.017 0.182
H -4.7962 0.2464 -3.0691 0.777 0.209 0.049
H -3.3485 -1.3219 -1.9512 -0.088 0.615 -0.480
H -2.8103 0.2599 -1.5724 0.238 0.240 -0.080
H -1.2300 -1.2447 -2.0647 0.624 -0.953 0.864
C 1.9989 1.1501 -3.5877 5.269 2.574 3.403
O 3.0947 1.4416 -2.8138 -4.702 -2.161 -3.463
N 2.0801 1.4072 -4.8909 -2.330 1.039 -3.191
N 0.8440 0.7705 -3.1093 -1.667 -0.747 0.557
H 2.9949 1.6782 -5.2201 -0.302 0.244 0.081
H 1.1906 1.7646 -5.4603 2.921 -1.296 1.799
H 0.7707 0.5412 -2.1105 -0.028 0.455 -1.234
H 0.0206 0.6595 -3.7256 0.851 -0.294 0.934
C 0.7667 -3.7491 3.3966 1.843 -7.967 4.568
O 1.1638 -4.7916 4.1740 -1.156 4.620 -3.160
N 1.5374 -2.9599 2.7105 2.396 2.322 -2.699
N -0.4898 -3.5185 3.1989 -5.179 -0.445 0.707
H 2.5526 -3.0828 2.5968 -0.971 -0.009 0.421
H 1.0488 -2.2856 2.0346 1.457 -0.447 0.354
H -1.2724 -4.0780 3.6106 1.837 0.419 -0.180
H -0.9094 -2.8118 2.5856 0.737 -0.458 0.100
C -2.8740 -1.7445 2.0198 -6.294 -3.382 -2.363
O -4.1358 -2.3292 1.7404 6.319 3.057 1.673
N -1.7727 -2.0820 1.3598 -0.716 -0.850 -2.321
N -2.6443 -0.8224 2.9134 -3.305 1.355 3.109
H -1.9560 -2.5483 0.4597 -0.323 0.196 0.838
H -0.9198 -1.5048 1.3646 0.374 0.394 -0.100
H -3.3414 -0.6310 3.6558 0.619 -0.410 -0.961
H -1.7850 -0.3286 2.9982 1.048 0.156 -0.139
C -0.0479 0.1282 4.2493 -1.301 4.189 6.209
O -0.4499 0.8748 5.3360 1.551 -3.465 -4.923
N 0.6216 -0.9877 4.4130 0.751 -3.318 1.629
N -0.2481 0.4645 3.0122 -0.883 2.612 -3.684
H 0.8222 -1.2409 5.3798 -0.705 0.265 -0.162
H 0.8075 -1.7971 3.7643 -0.506 2.234 0.634
H -0.7080 1.3623 2.7712 0.719 -0.489 0.791
H 0.2768 0.0856 2.1613 -0.229 -0.557 1.043
C 1.4180 -3.2239 -2.8001 -1.095 0.664 -0.910
O 1.4271 -3.2690 -4.2105 0.438 4.187 0.905
H 2.3246 -3.4801 -2.3307 1.223 -0.616 0.447
H 0.5829 -3.7628 -2.4378 -0.631 -1.075 0.666
H 1.1725 -2.2216 -2.5118 0.152 0.829 -0.039
H 1.4087 -4.1025 -4.5397 -0.050 -3.917 -1.145
C -2.2210 -4.3018 -1.9125 1.373 0.840 0.503
O -1.8172 -3.1436 -1.2028 -0.797 1.536 -0.146
H -2.8655 -4.8818 -1.3035 -0.722 -0.737 0.372
H -1.3051 -4.7823 -2.1210 0.834 -1.460 -0.300
H -2.6302 -4.0712 -2.8777 -0.575 0.578 -0.235
H -1.0036 -3.2212 -0.6838 0.325 -1.308 -0.639
C 1.4182 -4.9725 0.1559 3.471 -0.734 0.627
O 0.3910 -4.1174 0.2133 -3.134 1.167 0.219
H 1.5758 -5.6779 1.0076 -0.375 0.735 -0.208
H 2.3053 -4.3301 0.0149 0.504 -0.725 0.248
H 1.3478 -5.5662 -0.7012 -0.275 -0.990 -1.490
H 0.4597 -3.6796 1.0573 -0.213 0.394 0.296
C -4.8741 0.8291 0.2501 -0.575 -1.829 1.675
O -3.7673 1.2790 1.0238 0.044 0.395 0.163
H -4.6683 -0.1943 -0.0499 0.044 -0.100 -0.688
H -5.1600 1.4601 -0.5632 0.466 0.675 -0.492
H -5.7756 0.6870 0.8718 0.183 0.437 0.019
H -3.6045 0.6466 1.7644 -0.197 0.502 -0.883
C -2.5443 3.1396 -1.9504 -1.467 -2.717 0.694
O -2.2877 3.3645 -0.5961 -0.595 1.019 0.935
H -3.5773 2.7418 -2.1368 0.235 0.964 0.172
H -2.0093 2.2141 -2.0797 0.882 -0.087 -1.731
H -2.3417 3.9596 -2.5856 0.491 0.678 -0.446
H -2.7349 2.6318 -0.1421 0.247 0.178 0.514
C 3.4571 -0.1887 3.2930 -1.638 -0.458 -0.630
O 3.1850 -0.6799 4.5645 -0.515 -0.913 1.376
H 4.0397 0.7090 3.4107 0.231 0.326 -0.352
H 2.5012 -0.0188 2.7224 0.841 0.371 0.485
H 3.9336 -0.9521 2.7080 0.860 -0.125 -0.491
H 2.2733 -1.0787 4.5692 1.885 1.061 -0.239
```
Forces are in eV/Å.

These are the Mulliken partial charges, in e, on atoms 1 to 4: C 1.7480; C -0.3346; O 1.7798; H -0.8099

A molecular structure, C16H22Cl12N2 in a non-equilibrium geometry, computed with ωB97M-V with the def2-TZVPD basis set.

Output
HOMO = -7.770 eV
total charge = 0
LUMO energy = 0.40 eV
energy relative to the best compared isomer or geometry (same formula, charge and spin) = 2303.0 kJ/mol

The geometry in XYZ format:
```
52
Properties=species:S:1:pos:R:3:forces:R:3
N 3.3162 -1.0544 -0.2727 3.336 -2.519 2.114
C 4.6170 -0.7454 -0.2173 -0.299 0.525 0.054
C 5.3569 -0.7680 0.9358 -0.914 -0.788 0.995
C 4.6588 -1.2390 2.1029 0.844 1.160 -0.314
C 3.3170 -1.5134 2.0993 1.297 0.069 -0.025
C 2.6797 -1.4067 0.8594 3.166 -4.779 -0.575
H 4.8970 -0.2758 -1.1487 0.956 -0.466 0.008
H 6.3547 -0.3630 1.0186 0.075 -0.281 -0.154
H 5.2021 -1.2245 3.0361 0.056 -0.195 0.155
H 2.7396 -1.6746 2.9976 0.100 -0.328 0.039
H 1.6222 -1.6240 0.8894 1.916 -4.764 -1.261
N -1.6456 0.6988 -1.0750 -2.548 1.852 -3.622
C -2.9653 0.7574 -1.3178 1.318 -0.577 -2.384
C -3.4762 1.1670 -2.5665 0.703 -0.138 1.799
C -2.5674 1.6685 -3.4813 -1.179 0.506 -0.594
C -1.2141 1.6440 -3.2568 1.119 -1.018 1.198
C -0.7829 1.1161 -2.0349 -2.915 -0.676 -0.872
H -3.5723 0.2717 -0.5681 1.162 0.528 -1.536
H -4.5365 1.1015 -2.7615 -0.046 0.189 -0.097
H -3.0389 2.1134 -4.3451 0.476 -0.117 -0.564
H -0.4014 1.7598 -3.9585 -0.404 0.716 -0.507
H 0.2567 0.9518 -1.7926 -1.834 -0.412 -1.595
C 1.2049 -1.6566 -1.2247 -0.699 -0.331 -2.237
Cl 1.8422 -3.2621 -1.5556 0.162 -0.202 0.270
Cl 0.5030 -1.0627 -2.7848 0.195 -1.295 -0.159
H 0.4615 -1.7098 -0.4294 1.387 -0.745 -1.969
H 2.0170 -0.9758 -0.9697 -0.697 -0.785 -1.465
C -2.8663 -2.1185 -0.6903 -4.470 -1.418 -2.958
Cl -4.3060 -1.4829 0.1084 -0.659 -3.850 -1.663
Cl -2.0764 -3.2998 0.3418 -3.444 -5.635 -0.854
H -3.2157 -2.5893 -1.6092 0.014 -0.489 0.185
H -2.2479 -1.2578 -0.9450 -1.532 -0.902 -0.933
C -0.2886 0.1493 0.5593 2.796 0.225 -0.702
Cl 1.3729 -0.0603 1.1567 -6.022 8.143 5.678
Cl -1.0244 -1.4885 0.2786 8.831 5.637 5.273
H -0.8045 0.7559 1.3035 1.897 -0.420 -0.435
H -0.2075 0.8133 -0.3013 0.639 -2.056 2.175
C -0.7546 1.8770 3.4567 0.018 0.215 0.051
Cl -0.8938 0.1265 3.8377 0.503 0.978 1.113
Cl -2.0865 2.9471 4.0410 0.465 -0.805 -0.158
H 0.1729 2.2667 3.8763 -0.221 -0.254 0.049
H -0.7356 1.9737 2.3712 -0.038 0.189 0.393
C 2.6517 1.1652 -0.8107 1.135 1.059 -0.393
Cl 4.2120 2.0629 -0.6740 -0.901 0.806 -0.324
Cl 1.1445 2.0881 -0.7471 4.403 4.517 1.245
H 2.6818 0.5641 -1.7194 -0.101 0.634 -0.104
H 2.6570 0.5060 0.0573 0.385 1.993 -1.554
C -4.0684 0.4247 1.6909 -1.570 1.018 2.363
Cl -4.9385 1.1600 0.3323 -2.544 2.342 2.013
Cl -2.3838 0.1306 1.4091 -7.049 2.200 2.891
H -4.2128 1.0692 2.5581 0.325 0.404 -0.253
H -4.6275 -0.4772 1.9398 0.407 0.342 0.199
```
Forces are in eV/Å.

These are the natural (NBO) partial charges, in e, on atoms 1 to 4: N -0.5870; C 0.0834; C -0.3241; C -0.1318

A molecular structure, C5InO5 in a non-equilibrium geometry, computed with ωB97M-V with the def2-TZVPD basis set.

Output
HOMO = -27.574 eV
total charge = +3
LUMO energy = -15.59 eV

The geometry in XYZ format:
```
11
Properties=species:S:1:pos:R:3:forces:R:3
In -0.3109 -0.0095 0.2862 2.056 0.080 -0.221
O 0.3403 -2.9953 -1.4256 0.013 2.751 1.628
C 0.2770 -2.0248 -0.8464 -0.077 -2.989 -1.524
C -0.0837 1.9825 -0.9637 -0.610 3.080 -1.843
O -0.1906 2.9139 -1.6004 0.512 -2.755 1.884
C -0.1292 0.0640 2.5204 -0.492 0.165 6.435
O -0.1184 0.1005 3.6753 0.096 -0.186 -6.100
C 2.1620 0.2026 0.3002 5.199 0.489 0.348
O 3.3066 0.3075 0.3446 -5.070 -0.471 -0.247
O -3.1006 -0.3217 -1.4356 1.291 0.129 0.662
C -2.1526 -0.2197 -0.8548 -2.918 -0.292 -1.021
```
Forces are in eV/Å.

These are the natural (NBO) partial charges, in e, on atoms 1 to 4: In 1.1550; O -0.1672; C 0.5261; C 0.5249

Question: What is the formula in the second record?
Answer: C16H22Cl12N2

Question: Which formula does entry 1 have?
Answer: C22H75N8O16